# 1
# C30H65BrNO13P2

A 4-piece molecular cluster, C30H65BrNO13P2 overall in a non-equilibrium geometry (ωB97M-V with the def2-TZVPD basis set, the Open Molecules 2025 dataset).

```
112
Properties=species:S:1:pos:R:3
C 3.6306 -1.9330 7.6231
C 3.5177 -1.7672 6.2999
C 2.9674 -0.4858 5.7225
C 2.7435 -0.4575 4.2298
P 3.6845 -1.3891 2.9737
C 2.7889 -3.0121 2.9971
C 3.0418 -0.6187 1.4435
N 1.8040 0.3906 3.9748
C 1.2471 1.0295 5.1818
P 1.8909 2.7804 5.6313
O 2.6706 2.4428 7.0276
Br 3.5758 2.9552 4.1735
C 1.5312 -0.0983 6.1921
C 0.5487 -1.2455 5.9662
O 0.1867 -1.8636 7.1850
C -0.6046 -2.9986 6.8778
O 0.1307 -4.1387 6.5852
C 0.9264 -4.6317 7.6559
C 2.1316 -5.3495 7.0620
O 1.7567 -6.1830 5.9774
H 2.8856 -1.4907 8.2811
H 4.4632 -2.4511 8.0839
H 3.7622 -2.5765 5.6145
H 3.6492 0.3315 5.9690
H 2.3976 -3.1924 1.9969
H 3.4832 -3.8107 3.2506
H 1.9555 -3.0385 3.6978
H 3.4168 0.3979 1.3318
H 3.3245 -1.2350 0.5930
H 1.9481 -0.5678 1.4518
H 1.4853 0.6351 3.0439
H 0.1694 1.1554 5.0632
H 3.6139 2.6518 7.0090
H 1.5151 0.2355 7.2263
H -0.3667 -0.8370 5.5172
H 0.9642 -1.9969 5.2868
H -1.1345 -2.7522 5.9532
H -1.3294 -3.1610 7.6775
H 1.2794 -3.8132 8.2892
H 0.3543 -5.3284 8.2764
H 2.6100 -5.9769 7.8119
H 2.8333 -4.5865 6.7109
H 1.7589 -5.6634 5.1765
C -0.4464 0.8082 -4.7167
O -0.1693 1.7177 -3.6697
C -0.6481 1.2830 -2.4149
C 0.2407 1.7772 -1.2954
O 1.4876 1.1025 -1.1798
C 2.4701 1.3406 -2.1810
C 3.1171 2.7065 -2.1254
O 2.2368 3.7113 -2.5853
C 2.3863 4.9469 -1.9240
H -1.5157 0.7923 -4.9523
H 0.1043 1.1323 -5.5966
H -0.1201 -0.2047 -4.4547
H -0.7057 0.1878 -2.3802
H -1.6572 1.6876 -2.2520
H -0.2794 1.5649 -0.3570
H 0.3778 2.8580 -1.3616
H 2.0773 1.1404 -3.1786
H 3.2542 0.6049 -1.9823
H 4.0087 2.6882 -2.7666
H 3.4381 2.9185 -1.0970
H 2.3284 4.8246 -0.8354
H 1.5696 5.5892 -2.2474
H 3.3366 5.4295 -2.1768
C -5.2859 -2.1326 -0.1129
O -4.0177 -2.7498 -0.0558
C -2.9994 -2.0148 -0.7030
C -1.6622 -2.2436 -0.0364
O -1.5033 -1.5861 1.2165
C -2.2195 -2.0910 2.3334
C -1.6672 -3.3818 2.8977
O -1.9711 -4.4908 2.0846
C -0.9585 -5.4716 2.0579
H -5.7016 -2.1595 -1.1257
H -5.9459 -2.6842 0.5533
H -5.2355 -1.0900 0.2212
H -3.2327 -0.9430 -0.6978
H -2.9203 -2.3467 -1.7474
H -0.8991 -1.8002 -0.6809
H -1.4516 -3.3117 0.0448
H -3.2876 -2.1801 2.1307
H -2.0934 -1.3270 3.1078
H -2.1109 -3.5410 3.8916
H -0.5788 -3.2731 3.0182
H 0.0118 -5.0301 1.7948
H -1.2285 -6.1973 1.2940
H -0.8685 -5.9865 3.0209
C -3.2450 1.9349 -10.9432
O -2.3778 2.6014 -10.0549
C -1.6799 3.6802 -10.6512
C -1.3994 4.7773 -9.6486
O -2.5259 5.5642 -9.2999
C -3.5218 4.9887 -8.4723
C -3.1239 4.8407 -7.0206
O -2.1997 3.7823 -6.8424
C -1.2480 4.0235 -5.8313
H -2.6911 1.3606 -11.6948
H -3.8523 1.2498 -10.3540
H -3.9080 2.6401 -11.4570
H -2.2539 4.0935 -11.4886
H -0.7184 3.3137 -11.0368
H -0.7106 5.4773 -10.1270
H -0.9013 4.3718 -8.7653
H -3.8796 4.0377 -8.8722
H -4.3535 5.6966 -8.5044
H -4.0285 4.6269 -6.4344
H -2.6975 5.7859 -6.6648
H -0.7428 4.9846 -5.9824
H -0.5049 3.2340 -5.8855
H -1.7096 4.0041 -4.8374
```

For the frontier orbital gap, the calculation gives 6.2 eV. Its charge is +1. The calculation puts the energy at -148878.81539 eV. As for the spin multiplicity: 1. Its HOMO energy is -10.15 eV.


# 2
# C30H66O18

A 23-piece molecular cluster, C30H66O18 overall in a non-equilibrium geometry (ωB97M-V with the def2-TZVPD basis set, the Open Molecules 2025 dataset).

```
114
Properties=species:S:1:pos:R:3
C 0.5100 0.7428 4.6258
C 0.8205 0.7058 3.2888
C 1.6612 1.6377 2.7071
C 2.0887 2.6999 3.4223
C 1.7490 2.8065 4.7760
C 0.9638 1.8307 5.3901
H -0.0977 -0.0554 5.0568
H 0.3782 -0.0998 2.6884
H 1.9008 1.5742 1.6530
H 2.7154 3.4061 2.8888
H 2.0900 3.6462 5.3548
H 0.7341 1.9419 6.4511
C 3.4492 -0.8716 -0.8240
C 2.2908 -1.3210 -0.2249
C 1.9936 -2.6494 -0.4432
C 2.8269 -3.4624 -1.2536
C 3.9960 -2.9997 -1.8236
C 4.3016 -1.6660 -1.5859
H 3.7608 0.1407 -0.6188
H 1.7028 -0.6549 0.4027
H 1.1444 -3.2071 -0.0427
H 2.4709 -4.4927 -1.3649
H 4.6715 -3.6169 -2.4204
H 5.2107 -1.2252 -1.9844
C 1.6421 -5.1264 2.9690
C 2.3799 -3.9619 3.0052
C 1.7419 -2.7917 3.3821
C 0.3844 -2.8292 3.7203
C -0.3438 -4.0097 3.7292
C 0.3237 -5.1809 3.3416
H 2.0559 -6.0197 2.5229
H 3.3933 -3.9500 2.6244
H 2.2746 -1.8518 3.3473
H -0.1089 -1.8850 3.9057
H -1.3880 -3.9509 4.0141
H -0.1631 -6.1447 3.2262
C -1.9279 -4.6910 0.7475
C -1.9975 -3.3057 0.7432
C -3.1043 -2.6611 0.2229
C -4.1611 -3.4407 -0.2102
C -4.0878 -4.8370 -0.2641
C -2.9650 -5.4775 0.2686
H -1.0991 -5.2485 1.1537
H -1.2238 -2.6695 1.1320
H -3.2353 -1.5838 0.2135
H -5.0801 -2.9417 -0.4949
H -4.9388 -5.3884 -0.6505
H -2.8222 -6.5576 0.3336
C 5.2085 3.9652 1.7680
C 4.4067 3.7139 0.6370
C 4.6615 2.5682 -0.1091
C 5.7089 1.7542 0.2971
C 6.4557 1.9703 1.4234
C 6.2347 3.1369 2.1610
H 4.9964 4.8449 2.3800
H 3.5952 4.3878 0.4061
H 4.0766 2.3444 -0.9933
H 5.8836 0.8906 -0.3189
H 7.2080 1.2443 1.6954
H 6.8042 3.3919 3.0490
O -6.4741 -1.2017 0.2388
H -5.9423 -0.9145 -0.5074
H -7.3886 -1.0097 0.0133
O -2.2190 -0.7921 -2.6596
H -1.9853 -1.7293 -2.7552
H -1.6354 -0.2957 -3.2375
O -2.1291 1.2325 1.7848
H -1.4244 0.8851 1.2334
H -2.8683 1.2839 1.1594
O 1.0748 3.8100 -0.2135
H 0.2507 3.9298 0.2746
H 0.8463 3.3268 -1.0076
O -1.8606 3.6244 -0.8070
H -2.1635 2.7507 -0.5393
H -1.5077 3.5122 -1.7010
O -2.0302 -3.5764 -2.5945
H -2.5902 -4.1275 -3.1396
H -2.2150 -3.8451 -1.7028
O -0.6225 4.1526 2.0636
H -1.1926 3.3945 1.8922
H 0.1482 3.7609 2.4720
O -4.2837 2.3148 3.1850
H -4.2920 2.4365 4.1410
H -3.5251 1.7228 3.0397
O -1.0574 4.2233 -3.6498
H -0.5750 5.0505 -3.6744
H -1.9815 4.4334 -3.8075
O 3.2895 4.1743 -3.1309
H 2.6172 3.5091 -2.9586
H 3.3404 4.1937 -4.0849
O -3.8210 3.7345 -3.5625
H -4.3901 4.4369 -3.8832
H -3.8379 3.8065 -2.5927
O 0.3653 -2.4092 -3.5618
H -0.2228 -3.0376 -3.1082
H 1.0679 -2.2383 -2.9305
O -1.9954 0.3314 -5.7967
H -2.7716 -0.1230 -6.1132
H -2.1908 1.2623 -5.8547
O 0.6425 0.3247 -4.9230
H 0.0079 -0.0710 -5.5473
H 0.9651 -0.4410 -4.4384
O -4.7857 -0.3388 -1.8692
H -5.2910 0.0670 -2.5780
H -3.8556 -0.2292 -2.1312
O -0.7483 0.1092 -0.3730
H -0.0477 0.6532 -0.7320
H -1.2542 -0.1999 -1.1272
O -4.2893 1.6863 0.0766
H -4.9537 2.0654 0.6656
H -4.7140 1.0592 -0.5142
O 1.0341 2.3456 -2.9773
H 0.8778 1.5184 -3.4517
H 0.4823 2.9390 -3.5012
```

For the frontier orbital gap, the calculation gives 8.4 eV. The relative energy (zero: lowest compared OMol25 entry of this formula, charge and spin) is 0.0 kcal per mole. The calculation puts the energy at -69038.49512 eV. As for the spin multiplicity: 1. Its HOMO energy is -8.77 eV.


# 3
# C30H67BMnN3O9

C30H67BMnN3O9 as an isolated structure in a non-equilibrium geometry (ωB97M-V with the def2-TZVPD basis set, the Open Molecules 2025 dataset).

```
111
Properties=species:S:1:pos:R:3
Mn -2.0676 3.7020 -1.8482
B -0.3827 1.2128 -0.7680
H 0.3109 1.8815 -0.2821
H -1.3686 1.3021 -0.3386
H -0.4842 1.3476 -1.8337
H 0.0091 0.2249 -0.5816
C 0.7296 -4.4374 -3.6946
C 2.3150 -4.3075 -3.4396
C 2.6958 -3.8550 -2.0145
N 4.1942 -3.5644 -1.6879
C 5.0880 -4.7899 -2.1209
C 6.6311 -4.5687 -2.1739
C 6.9692 -3.1780 -2.6796
C 6.2396 -2.0005 -1.9102
C 4.6965 -2.1561 -2.1569
C 4.4217 -3.5234 -0.0961
H 0.2640 -3.4769 -3.4737
H 0.2925 -5.2622 -3.1318
H 0.5621 -4.5478 -4.7659
H 2.8949 -3.6793 -4.1157
H 2.6005 -5.3475 -3.5981
H 2.3303 -4.4321 -1.1652
H 2.1201 -2.9480 -1.8301
H 4.7410 -5.0306 -3.1258
H 4.9490 -5.7017 -1.5400
H 7.2398 -5.1643 -2.8541
H 7.0982 -4.8318 -1.2248
H 6.8115 -3.0730 -3.7530
H 8.0330 -3.0217 -2.5012
H 6.5440 -1.1148 -2.4678
H 6.5071 -1.9199 -0.8566
H 4.5059 -2.1083 -3.2290
H 3.9929 -1.4217 -1.7650
H 5.4447 -3.3777 0.2509
H 3.8303 -4.3240 0.3482
H 3.8697 -2.6542 0.2614
C 4.6777 3.7754 0.7251
C 4.3219 4.1309 2.1748
C 3.1399 3.3695 2.6685
N 2.5600 3.9550 3.9943
C 1.1086 3.5279 4.0173
C 0.8903 1.9953 4.1449
C 1.6517 1.2561 5.2731
C 3.0919 1.7587 5.3445
C 3.3538 3.2574 5.1288
C 2.7189 5.5198 4.0538
H 3.7963 3.8511 0.0882
H 5.0821 2.7715 0.5951
H 5.4073 4.4792 0.3246
H 4.1189 5.1975 2.0787
H 5.2358 3.9618 2.7443
H 3.2165 2.2823 2.6524
H 2.4208 3.6961 1.9173
H 0.5656 3.8395 3.1250
H 0.6999 4.1380 4.8227
H 1.1715 1.4707 3.2318
H -0.1730 1.8214 4.3099
H 1.4811 0.1987 5.0710
H 1.1653 1.3603 6.2430
H 3.7454 1.1877 4.6848
H 3.6436 1.4393 6.2287
H 4.4350 3.3693 5.0486
H 3.0603 3.8528 5.9934
H 2.1192 5.7991 4.9201
H 2.2679 6.0088 3.1903
H 3.7904 5.7167 4.0164
C -2.7793 -3.5119 2.3172
C -3.2633 -3.2618 0.9246
C -4.3567 -2.0276 0.9524
N -5.4360 -2.0911 -0.0858
C -6.3386 -0.7907 -0.0817
C -7.6205 -0.8269 -0.8305
C -8.5380 -1.9470 -0.4063
C -7.6939 -3.2153 -0.6240
C -6.4300 -3.2788 0.2394
C -4.8670 -2.2727 -1.5572
H -2.7425 -2.6681 3.0063
H -1.9183 -4.1697 2.1987
H -3.4410 -4.1747 2.8748
H -3.4045 -4.2192 0.4232
H -2.5034 -2.8116 0.2858
H -3.7741 -1.1279 0.7544
H -4.8526 -1.9507 1.9201
H -6.4603 -0.7635 1.0011
H -5.6853 -0.0073 -0.4661
H -8.1402 0.0739 -0.5043
H -7.5314 -0.7051 -1.9100
H -8.8027 -1.8283 0.6444
H -9.4957 -1.9453 -0.9267
H -8.2695 -4.0914 -0.3254
H -7.4746 -3.2967 -1.6886
H -6.5713 -3.2966 1.3200
H -5.8845 -4.1648 -0.0855
H -4.0574 -1.5684 -1.7487
H -5.7214 -2.1591 -2.2244
H -4.4220 -3.2626 -1.6577
O -3.1206 1.9419 -6.5623
C -4.0490 1.8114 -5.5487
O -3.7170 1.9415 -4.3808
O -5.1571 1.5146 -5.9465
H -3.6342 1.6627 -7.3238
O 1.6368 7.1777 -2.1641
C 0.6060 6.3597 -2.0135
O 0.1551 6.1363 -0.8938
O 0.1438 5.7047 -2.9635
H 1.7516 7.3693 -1.2305
O -5.8106 6.7423 0.2676
C -4.7769 5.9833 -0.1811
O -4.3705 4.9771 0.4426
O -4.4802 6.0017 -1.3603
H -6.0955 7.1967 -0.5286
```

For the frontier orbital gap (spin up / spin down), the calculation gives 5.1 / 5.1 eV. The relative energy (zero: lowest compared OMol25 entry of this formula, charge and spin) is 220.0 kcal per mole. Its charge is +1. The calculation puts the energy at -87073.00747 eV. As for the spin multiplicity: 6. Its HOMO energy (spin up / spin down) is -7.84 / -7.83 eV.


# 4
# C30H68O11S

A 9-piece molecular cluster, C30H68O11S overall in a non-equilibrium geometry (ωB97M-V with the def2-TZVPD basis set, the Open Molecules 2025 dataset).

```
110
Properties=species:S:1:pos:R:3
C -4.3897 -0.0973 -2.3197
C -3.3792 0.0385 -3.5957
C -2.0569 -0.8131 -3.1659
C -1.2982 -1.4598 -4.4265
C 0.2678 -1.7623 -4.1753
S 1.0181 -0.1313 -3.6362
O 1.4103 0.5646 -4.9331
O 2.3034 -0.3102 -2.8497
O -0.0772 0.8058 -2.7903
C -1.1252 0.0196 -2.1587
C -0.6244 -0.9832 -1.0140
C 0.4223 -0.3471 0.0283
C 0.8620 -1.5635 1.0060
C -0.1686 -1.9356 2.1238
C 0.1836 -3.1219 3.0627
C 1.5237 -3.8780 2.8315
C 2.5455 -3.4878 1.7342
C 2.2032 -2.2957 0.7825
H -3.7818 -0.1037 -1.3372
H -5.1574 0.7419 -2.2745
H -4.8866 -1.1320 -2.3815
H -3.1524 1.1426 -3.7728
H -3.9033 -0.4540 -4.4879
H -2.4791 -1.6993 -2.5537
H -1.7862 -2.4947 -4.5994
H -1.5017 -0.8591 -5.3753
H 0.7628 -2.0796 -5.1681
H 0.4678 -2.5329 -3.3601
H -1.8216 0.7806 -1.6357
H -1.5629 -1.2543 -0.3933
H -0.2155 -1.9786 -1.3984
H 1.3146 0.1661 -0.4610
H -0.1667 0.3840 0.7004
H -1.1629 -1.3967 2.2700
H -0.5655 -3.4261 3.8596
H 1.8014 -4.7772 3.4938
H 3.5291 -4.0747 1.5899
H 2.8716 -1.9516 -0.0679
C -0.0797 4.6558 -3.0072
C 0.8626 5.0307 -1.8818
O 0.6962 4.1368 -0.7858
H -1.1178 4.6874 -2.6651
H 0.0332 5.3360 -3.8548
H 0.1135 3.6342 -3.3477
H 0.6532 6.0427 -1.5290
H 1.9047 4.9896 -2.2131
H 0.8925 3.2451 -1.1051
C -1.6832 3.0508 2.7071
C -2.5632 3.0450 1.4729
O -2.2945 4.1909 0.6762
H -1.8559 3.9549 3.2967
H -1.8825 2.1775 3.3335
H -0.6255 3.0492 2.4278
H -3.6183 3.0686 1.7554
H -2.3873 2.1469 0.8699
H -1.3611 4.1571 0.4237
C 6.2661 -7.1489 0.7530
C 4.9339 -6.4737 1.0112
O 5.1310 -5.2516 1.7132
H 6.7838 -7.3491 1.6952
H 6.1283 -8.0924 0.2186
H 6.9192 -6.5026 0.1620
H 4.2920 -7.1137 1.6207
H 4.4154 -6.2596 0.0709
H 5.6934 -4.6863 1.1625
C -5.9616 4.5514 3.5664
C -6.8411 4.5443 2.3321
O -6.5720 5.6905 1.5315
H -6.1337 5.4555 4.1553
H -6.1616 3.6786 4.1931
H -4.9035 4.5498 3.2874
H -7.8955 4.5682 2.6138
H -6.6649 3.6461 1.7303
H -5.6394 5.6574 1.2786
C 8.3928 -2.7307 -1.8850
C 7.0475 -2.7487 -1.1877
O 6.9835 -3.8371 -0.2714
H 8.5595 -3.6688 -2.4208
H 8.4530 -1.9031 -2.5954
H 9.2042 -2.6298 -1.1580
H 6.2419 -2.8714 -1.9143
H 6.8788 -1.8168 -0.6394
H 7.6937 -3.7176 0.3741
C 10.8729 -8.6606 -0.7920
C 9.3904 -8.4443 -1.0231
O 9.0680 -7.0649 -0.8925
H 11.1607 -8.3119 0.2031
H 11.1324 -9.7180 -0.8840
H 11.4644 -8.0894 -1.5136
H 8.8041 -8.9988 -0.2874
H 9.0976 -8.7810 -2.0228
H 9.5829 -6.5813 -1.5518
C -8.8573 1.7610 0.3047
C -10.1862 2.4466 0.5549
O -9.9865 3.6613 1.2668
H -8.3506 1.5501 1.2501
H -8.9979 0.8224 -0.2373
H -8.1923 2.4066 -0.2767
H -10.8388 1.8080 1.1537
H -10.6938 2.6711 -0.3887
H -9.4155 4.2251 0.7273
C -2.8631 8.2184 3.5693
C -4.2161 8.2071 4.2533
O -4.2984 7.1162 5.1630
H -2.6978 7.2815 3.0307
H -2.7894 9.0489 2.8632
H -2.0584 8.3097 4.3049
H -5.0153 8.0939 3.5176
H -4.3833 9.1382 4.8044
H -3.5951 7.2268 5.8160
```

For the frontier orbital gap, the calculation gives 8.7 eV. The calculation puts the energy at -65562.33431 eV. As for the spin multiplicity: 1. Its HOMO energy is -8.38 eV.